1.
69
Properties=species:S:1:pos:R:3:forces:R:3:nbo_charge:R:1 method="wB97M-V/def2-TZVPD" total_charge=+1 e_above_lowest_kcal_mol=6.8 homo_energy_ev="-12.00 / -12.06" homo_lumo_gap_ev="7.4189 / 7.4648"
H 0.82615 -4.48104 0.40701 0.0 0.0 0.0 0.230
H -3.29307 0.90711 -1.96631 0.0 0.0 0.0 0.234
H -1.46430 0.69610 1.12101 0.0 0.0 0.0 0.196
C 2.17972 3.36909 -2.91522 0.0 0.0 0.0 -0.082
C -1.53011 0.35689 2.15715 0.0 0.0 0.0 -0.607
C -0.35504 2.23552 -0.99843 0.0 0.2 -0.1 -0.089
H -0.59970 -1.56482 -3.97269 0.0 0.0 0.0 0.245
C 0.79553 4.29379 -1.20921 0.0 0.0 0.0 -0.081
H 2.18286 -3.65559 2.94410 0.0 0.0 0.0 0.221
C 0.50871 -2.84151 1.78386 -0.1 0.3 -0.2 -0.580
H -0.18527 4.22026 -3.63798 0.0 0.0 0.0 0.220
H -0.81339 -1.19068 4.36945 0.0 0.0 0.0 0.213
Si -2.14595 -1.30635 -2.03232 -0.1 -0.2 -0.3 1.878
H -3.87339 -0.15725 -0.67995 0.0 0.0 0.0 0.250
H -2.12446 1.09769 2.70096 0.0 0.0 0.0 0.219
H 1.98417 0.73551 -2.94297 0.0 0.0 0.0 0.229
C 2.68575 -0.83159 2.79198 0.2 -0.1 -0.1 -1.256
H -4.38880 -0.41909 -2.34775 0.0 0.0 0.0 0.260
C -1.62198 -1.20883 -3.81791 0.2 0.1 0.0 -1.159
N 0.92081 1.45603 -1.25761 -0.1 0.1 0.8 -0.411
H 2.56790 -0.83067 3.87861 0.0 0.0 0.0 0.256
H -0.14986 2.36649 3.15556 0.0 0.0 0.0 0.224
H 0.81980 -3.13677 3.94247 0.0 0.0 0.0 0.216
H 0.58635 -0.22160 4.84578 0.0 0.0 0.0 0.214
C -1.01645 -2.99109 1.76416 0.1 -0.1 0.1 -0.613
C 1.08504 -3.41984 0.47949 0.1 -0.1 0.2 -0.608
C 1.09606 -3.59219 2.98797 -0.1 -0.1 0.0 -0.613
C 2.07784 2.33293 -0.79962 0.0 0.2 -0.1 -0.074
H -1.47201 -2.42722 0.94964 0.0 0.0 0.0 0.216
H -1.26981 -4.04605 1.61974 0.0 0.0 0.0 0.221
H -1.46948 -2.67288 2.70452 0.0 0.0 0.0 0.214
H -3.39769 -3.35081 -2.42260 0.0 0.0 0.0 0.257
C 1.05686 1.27536 -2.75242 0.0 0.2 -0.1 -0.095
H 3.00078 1.81309 -1.03133 0.0 -0.1 0.0 0.235
C -0.15598 0.22824 2.82434 -0.1 -0.2 0.1 -0.592
C -3.54224 -0.12792 -1.72067 0.0 0.2 0.2 -1.147
Si 1.02061 -1.02155 2.00056 -0.3 0.7 0.2 1.892
H -1.01786 0.50503 4.79311 0.0 0.0 0.0 0.226
N -0.34364 3.50215 -1.67928 0.0 0.0 -0.1 -0.446
Ru 0.74998 -0.39579 -0.39123 1.2 -0.4 -0.5 0.818
H 0.83961 1.88050 1.77956 0.0 0.0 0.0 0.182
C 0.53798 1.59822 2.78975 0.0 0.0 0.2 -0.605
H 3.11898 2.85443 -3.11959 0.0 0.0 0.0 0.212
H 3.17008 0.09877 2.49835 0.0 0.0 0.0 0.262
H -1.03050 2.66988 -3.47931 0.0 0.0 0.0 0.206
H -2.27657 -1.84585 -4.41661 0.0 0.0 0.0 0.262
H -1.69830 -0.19673 -4.22371 0.0 0.0 0.0 0.238
H 2.18017 4.32605 -3.43477 0.0 0.0 0.0 0.218
H -1.85438 -3.74521 -1.66156 0.0 0.0 0.0 0.247
O -0.86668 -0.87349 -1.02088 -1.1 -0.2 0.0 -1.020
H -3.18824 -3.11405 -0.68697 0.0 0.0 0.0 0.247
C -0.35232 -0.20310 4.29011 -0.1 0.0 0.0 -0.615
H -1.18749 1.63035 -1.35264 0.0 0.0 0.0 0.224
H 1.42889 1.62476 3.41844 0.0 0.0 0.0 0.223
H 0.66994 -2.93610 -0.41280 0.0 0.0 -0.1 0.195
N 2.05991 3.60602 -1.47238 -0.1 -0.1 -0.1 -0.443
H -2.08723 -0.57872 2.15664 0.0 0.0 0.0 0.222
C -2.68705 -3.03765 -1.65402 0.1 -0.1 0.2 -1.151
H 3.35328 -1.65103 2.52473 0.0 0.0 0.0 0.261
H 2.17088 -3.33307 0.43101 0.0 0.0 0.0 0.230
H 0.69828 -4.61150 2.98593 0.0 0.0 0.0 0.229
Cl 2.95246 -0.73796 -0.45070 0.1 -0.1 -0.1 -0.325
H 0.69523 4.47160 -0.13734 0.0 0.0 0.0 0.208
H 0.20900 0.68514 -3.09689 0.0 0.0 0.0 0.222
N 1.06408 2.55768 -3.41308 -0.1 0.0 0.0 -0.440
H -0.44292 2.38125 0.07817 0.0 0.0 0.0 0.223
H 1.99814 2.46312 0.27794 0.0 0.0 0.0 0.215
H 0.79831 5.25363 -1.72405 0.0 0.0 0.0 0.219
C -0.18797 3.26292 -3.11925 0.0 0.0 0.0 -0.081

***

2.
18
Properties=species:S:1:pos:R:3:forces:R:3:nbo_charge:R:1 method="wB97M-V/def2-TZVPD" total_charge=-1 e_above_lowest_kcal_mol=12.3 homo_energy_ev=-4.82 homo_lumo_gap_ev=8.6594
H -1.16576 -2.67135 -1.10148 -0.5 0.0 -0.5 0.157
H -1.87120 -0.97571 -1.08880 -0.5 -0.1 -0.3 0.224
O 2.06953 3.35810 -1.03507 -0.4 -0.3 0.0 -0.983
H 0.16931 1.65028 2.21196 -0.2 0.0 -0.4 0.463
H -2.35256 -2.47732 1.00295 -0.2 -0.8 0.0 0.181
C 0.40166 0.24260 -0.75650 -0.8 -0.1 1.1 0.870
O 1.11518 1.55240 2.10709 0.5 0.2 0.6 -0.975
H 0.88036 -1.80465 -0.74051 0.5 0.4 0.1 0.365
C -1.18007 -1.67797 -0.65565 1.2 -0.3 0.9 -0.211
C -1.46896 -1.87672 0.85013 -0.9 1.3 -0.7 -0.627
H -1.81298 -0.90946 1.24715 0.8 -0.1 0.2 0.214
O -0.62069 0.96379 -0.75803 0.0 0.3 -0.3 -0.814
O 1.58468 0.59418 -0.54503 0.6 0.2 -0.3 -0.827
H 1.84798 2.52364 -0.56463 0.4 0.0 -0.3 0.497
H 1.32844 1.71000 1.17252 -0.4 -0.5 0.1 0.498
N 0.14628 -1.13626 -0.87917 -0.3 -0.4 -0.5 -0.692
H -0.59088 -2.26668 1.34645 0.0 0.0 0.3 0.201
H 1.51970 3.20113 -1.81337 0.1 0.2 0.0 0.460

***

3.
73
Properties=species:S:1:pos:R:3:forces:R:3:lowdin_charge:R:1 method="wB97M-V/def2-TZVPD" total_charge=-1 homo_energy_ev=-4.69 homo_lumo_gap_ev=7.2548
H 4.00947 0.39411 0.49433 0.0 0.0 0.1 -0.083
C -4.11746 -0.05268 0.31189 0.6 -0.4 0.2 -0.171
H -4.36034 1.55485 -1.99619 0.0 0.1 0.0 0.107
H -2.29473 0.80928 -0.51170 0.1 -0.2 -0.1 0.102
H 5.73796 1.05113 -2.21580 0.2 -0.1 0.1 0.020
H 0.82965 3.52982 0.83981 0.1 -0.2 0.3 0.116
C 2.90781 -3.03786 5.19606 0.2 -0.1 -0.1 -0.112
H -2.32502 0.71225 1.22491 0.2 0.0 0.1 0.108
H 3.57896 -3.55573 5.87646 -0.1 0.0 0.1 0.128
H 5.39374 -1.61068 -0.53073 0.0 0.0 -0.1 -0.104
C 0.81989 -2.19138 5.29538 -0.1 0.0 0.0 -0.590
H -3.43569 2.73055 1.43987 -0.1 0.2 0.1 0.105
C -2.90828 -0.40772 -4.20803 0.0 0.0 -0.1 -0.105
H 1.79223 1.41812 -0.25080 -0.1 -0.2 0.1 0.073
H -2.13203 2.82406 -1.29007 0.1 0.0 -0.1 0.082
C -0.32191 -2.82235 1.99143 0.5 0.1 -0.5 -0.075
C -1.06028 -3.94745 -0.00878 0.2 0.2 0.2 -0.110
H -1.51468 3.80469 1.48353 0.0 0.2 0.2 0.100
H -0.08941 2.03957 0.64330 0.0 -0.2 0.1 0.104
H 4.45541 2.69437 -3.14154 0.1 0.1 -0.1 0.081
H -3.46796 -1.88216 -0.64960 0.3 -0.1 -0.1 0.108
H 0.34820 -4.05216 -1.62162 0.2 0.0 -0.2 0.110
C 0.58615 2.93817 -1.17196 0.1 -0.7 0.3 -0.196
C 4.73310 0.67666 -2.41012 -0.7 0.3 0.2 -0.314
O 1.62953 -1.14376 5.02934 0.0 0.0 0.0 0.061
C 0.04730 3.04452 0.25350 0.0 0.6 -0.3 -0.213
C 2.46779 -1.53476 -1.18752 0.2 -0.1 0.2 -0.274
C -3.38234 2.41030 0.39948 0.5 -0.3 -0.1 -0.213
H 3.79241 2.44105 -0.60655 0.1 -0.1 0.2 0.069
H 0.91113 3.91292 -1.52853 0.0 0.2 -0.1 0.102
H 1.70942 -2.05569 1.89684 0.1 0.2 0.1 0.114
C 3.83299 1.91048 -2.69584 0.8 0.0 0.2 -0.311
C 1.75186 1.92646 -1.21151 0.4 0.2 0.3 -0.217
C -3.11619 -1.20765 -3.11115 0.1 0.4 -0.6 -0.099
C -1.31095 -3.50926 1.29016 0.2 0.2 0.1 -0.116
H 1.55532 1.15367 -1.94996 -0.1 -0.1 -0.1 0.098
H 3.65923 -1.07001 4.60510 -0.1 0.1 -0.1 0.137
O 2.39679 -2.81143 -0.43713 -0.4 0.1 0.0 -0.186
C -1.24021 3.84795 0.42862 0.0 -0.5 -0.1 -0.202
C -2.93542 0.93380 0.35596 -0.5 0.3 0.0 -0.187
H 4.78468 0.09580 -3.33099 0.2 -0.2 -0.1 0.022
H 3.22830 -1.19962 6.32557 0.0 0.0 0.0 0.129
C 0.17298 -3.70812 -0.61713 -0.5 0.0 0.6 -0.012
H -2.26030 -3.67135 1.78031 -0.1 -0.1 -0.1 0.090
H 2.26501 -1.75659 -2.23965 0.0 -0.1 -0.1 0.048
H -0.19524 2.57525 -1.83485 -0.2 0.1 -0.2 0.091
H -5.12913 -1.41751 -0.97800 -0.1 -0.2 0.1 0.119
C -3.40621 0.87190 -3.89359 -0.3 0.2 0.5 -0.100
N -3.71763 -0.45967 -2.13839 0.3 -0.7 0.0 -0.116
H -5.07847 0.44892 0.36571 -0.1 0.3 -0.1 0.100
H -3.01398 4.19962 -0.70333 -0.1 0.1 -0.1 0.102
C -3.89963 0.80574 -2.61048 -0.1 0.0 0.0 -0.108
H -2.87381 -2.24375 -2.99930 0.0 -0.2 0.3 0.109
H 3.01930 3.59406 -1.66283 0.0 0.1 0.0 0.089
O 1.54246 -3.30909 5.53907 0.1 0.1 0.0 0.058
C 2.97637 -1.52898 5.31518 0.2 0.0 0.0 -0.113
H -4.38575 2.51768 -0.00736 -0.2 -0.1 -0.1 0.087
O -0.36755 -2.14157 5.30698 -0.1 0.0 0.1 0.145
H -1.06975 4.89747 0.20052 0.1 0.1 -0.1 0.101
H -2.45228 -0.68476 -5.13982 0.1 -0.2 0.0 0.085
C -2.44082 3.32960 -0.38005 -0.3 0.6 0.4 -0.213
H -0.48490 -2.44219 2.98380 -0.3 -0.1 0.2 0.074
H 3.08646 1.68382 -3.45547 -0.2 -0.1 0.0 0.090
C -4.11352 -1.03839 -0.85954 -0.5 0.6 -0.1 -0.130
C 0.91405 -2.58357 1.39734 -0.5 -0.4 -0.3 0.001
C 3.14589 2.52396 -1.47234 -0.4 0.3 -0.7 -0.249
H -4.06582 -0.65872 1.21502 -0.2 -0.2 0.1 0.105
H -1.82375 -4.47413 -0.56171 -0.1 -0.1 0.0 0.088
C 1.15870 -3.03213 0.09795 0.6 0.1 -0.2 -0.328
Ga 4.22537 -0.52698 -0.81898 0.2 -0.2 -0.2 0.344
H 1.64734 -0.91336 -0.83183 -0.2 0.1 0.0 0.027
H 3.08769 -3.38353 4.17696 0.0 0.0 0.0 0.134
H -3.40951 1.76411 -4.48964 0.1 0.1 -0.2 0.085

***

4.
13
Properties=species:S:1:pos:R:3:forces:R:3:nbo_charge:R:1 method="wB97M-V/def2-TZVPD" e_above_lowest_kcal_mol=110.6 homo_energy_ev=-8.74 homo_lumo_gap_ev=7.5199
H 2.02342 1.06117 -0.89350 -0.3 1.2 0.1 0.220
N 0.49964 -1.68501 0.05636 1.0 0.3 -0.7 -0.490
C 1.59871 -0.76884 0.02293 -1.9 0.6 4.9 -0.270
O -3.81412 0.46567 0.62540 1.2 1.3 -1.1 -0.866
H -0.04667 2.03537 -0.64621 -1.2 1.0 -0.4 0.221
H 2.01673 -0.91186 1.10409 -0.3 0.8 -1.8 0.228
C -0.08411 1.04745 -0.25123 3.9 2.1 -1.6 -0.250
H 2.31644 -1.05933 -0.60467 2.8 -1.6 -2.5 0.216
S -2.70777 1.24782 -0.03763 0.3 -2.5 1.7 1.140
C -1.25071 0.45311 0.19260 -2.7 1.6 0.3 -0.492
C 1.20730 0.64469 -0.33073 -1.3 -2.8 0.6 -0.170
C -0.60151 -2.03691 0.10170 -0.4 -2.0 -0.2 0.272
H -1.15736 -0.49332 0.66087 -1.2 0.2 0.8 0.241